Here is a molecular structure, C28H42As2Ca2F15NO23 from OMol25. Energies are from wB97M-V/def2-TZVPD.

For the HOMO-LUMO gap, the calculation gives 5.8129 eV. The value obtained for the largest force on an atom is 0.184 Eh/bohr. The value obtained for the LUMO energy is -0.0768 Eh. The energy relative to the best compared isomer or geometry (same formula, charge and spin) is 0.00 kJ/mol.

XYZ file:
```
113
Properties=species:S:1:pos:R:3:forces:R:3
Ca -5.0443 -1.3285 1.6869 1.8 -0.1 -1.7
Ca -2.2974 1.8758 2.1684 1.4 0.5 0.8
As -0.0240 4.7301 4.3951 -1.2 1.3 2.2
F -0.2127 3.9014 5.9819 0.7 0.6 -2.2
F -1.5595 5.5976 4.8665 1.1 -1.2 -1.3
F -0.0470 5.4916 2.7844 0.2 -0.4 1.2
F 1.4887 3.9185 3.9768 -1.3 0.6 0.5
F -0.9845 3.3952 3.5684 0.0 0.4 0.3
F 0.7530 6.1106 5.2148 0.1 -1.4 -1.2
As -5.5810 1.9185 -0.2596 -2.3 2.4 -1.4
F -4.3666 2.0444 1.0945 -0.5 0.0 -0.9
F -5.6758 0.1608 0.1178 0.3 0.0 0.1
F -6.7773 1.7508 -1.5634 0.6 -0.2 1.8
F -5.5290 3.6820 -0.5833 0.1 -2.2 1.1
F -4.4142 1.6370 -1.5143 0.2 -0.2 1.5
F -6.8427 2.0186 1.0426 1.5 0.2 -1.5
C -1.6128 -0.7185 1.0191 1.3 1.1 0.6
O -0.8248 0.4778 1.1524 0.0 -1.0 -0.3
O -2.8564 -0.3843 1.5344 -0.3 -1.1 -1.7
C -1.3592 -1.2149 -0.4587 -1.4 1.4 0.6
F -1.8206 -0.3942 -1.4253 0.9 0.0 0.4
F -0.0702 -1.5690 -0.7234 -1.0 0.4 0.2
F -2.1027 -2.2967 -0.5395 -0.6 -2.3 -0.5
C 0.5962 0.5020 1.0304 2.4 2.8 -0.1
C 1.1156 1.7124 1.8972 0.1 -0.7 0.3
H 0.4955 2.6074 1.9480 -0.7 -0.5 0.0
H 1.3341 1.3652 2.9070 -0.3 0.2 0.1
H 2.0224 2.2146 1.5604 0.4 -0.8 -0.5
H 0.9798 0.7169 0.0330 -1.1 0.3 -0.7
H 1.2500 -0.3571 1.1805 -1.0 -0.8 1.1
H -1.1539 -1.5275 1.5876 0.2 -0.2 0.4
N -1.4595 0.5822 5.1858 3.9 4.3 -1.3
O -2.3557 0.1264 5.7332 -7.8 -5.2 1.3
O -1.2778 0.6135 3.9101 -0.9 -0.9 -1.2
O -0.7181 1.2116 5.8763 4.1 1.6 0.7
C 0.9027 4.2067 -3.4580 1.6 1.0 -1.0
C 0.4349 4.7931 -2.1413 3.2 2.3 -5.5
C -0.8489 5.5859 -2.3179 1.0 -1.2 -0.2
O -1.5375 5.1076 -1.1706 -0.3 -0.5 0.0
C -0.8941 4.0003 -0.7312 -0.5 0.2 2.7
O -1.2322 3.4033 0.2521 -0.9 -0.6 -0.2
O 0.2694 3.7492 -1.3402 -2.2 -1.3 2.7
H 1.3564 5.0158 -4.0303 -0.5 0.4 -0.5
H 0.1950 3.6894 -4.1058 -0.1 -0.2 0.4
H 1.8255 3.6500 -3.2948 -0.4 -0.7 0.2
H 1.2845 5.4334 -1.9042 -0.1 0.1 1.1
H -1.2476 5.1918 -3.2527 -0.9 0.4 0.2
H -0.6887 6.6622 -2.3804 -0.4 -0.2 0.5
C 4.8873 4.3107 -1.4410 2.4 0.2 0.2
C 5.6214 2.9718 -0.9487 -1.5 2.0 -0.1
C 5.5952 2.8721 0.5621 -0.1 1.9 -0.5
O 4.8040 1.7313 0.8222 1.5 0.0 4.2
C 4.2828 1.2538 -0.2353 -2.4 -1.6 -1.2
O 3.4395 0.3711 -0.3313 1.5 1.2 0.2
O 4.7260 1.9668 -1.2363 -0.9 -1.7 -4.4
H 5.2115 5.1564 -0.8345 0.1 -0.1 0.5
H 3.7996 4.3471 -1.3811 0.1 -0.7 -0.2
H 5.2951 4.6449 -2.3950 -0.6 -0.5 -0.5
H 6.5934 2.7887 -1.4068 -0.1 0.1 -0.2
H 4.9957 3.7571 0.7753 0.2 -0.2 1.3
H 6.6020 2.9432 0.9735 -0.4 -0.7 0.6
C -1.6371 -5.9505 -1.0251 0.3 0.7 0.5
C -1.9399 -6.0716 0.4846 -0.6 -2.4 -2.8
C -1.4089 -5.0691 1.4102 2.2 -1.3 0.3
O -2.5345 -4.3729 1.7953 0.0 3.2 2.3
C -3.6620 -4.8490 1.2962 -0.7 3.5 -1.3
O -4.7126 -4.1819 1.2166 1.8 -1.5 1.3
O -3.3354 -5.8952 0.6503 -2.6 -3.2 -1.6
H -0.5713 -6.1338 -1.1612 0.1 0.3 0.0
H -1.9093 -4.9469 -1.3521 0.3 0.1 -0.1
H -2.1342 -6.6494 -1.6979 -0.3 -0.2 0.6
H -1.7010 -7.1086 0.7209 -0.1 0.1 0.5
H -0.6006 -4.5402 0.9050 -0.4 1.0 0.3
H -0.9469 -5.6250 2.2260 -0.1 0.5 0.5
C 1.5079 -3.1610 3.4679 -0.6 0.7 1.6
C 1.7993 -1.9265 4.4854 -1.1 -2.3 -2.6
C 2.5763 -2.3394 5.7414 -1.4 0.8 -0.6
O 3.6169 -1.4016 5.7156 1.5 -0.7 2.3
C 3.7033 -0.7238 4.6240 2.0 4.4 -3.2
O 4.5716 0.1410 4.3588 -3.1 -3.5 0.9
O 2.6328 -1.0178 3.7957 1.6 0.3 0.7
H 1.1069 -2.8509 2.5030 0.7 0.4 -0.1
H 0.6949 -3.7871 3.8355 -0.2 0.1 0.6
H 2.3329 -3.8716 3.4175 0.4 0.5 -0.4
H 0.8705 -1.3915 4.6833 -0.1 -0.2 0.2
H 2.9637 -3.3582 5.7306 0.0 0.1 0.1
H 1.9275 -2.0921 6.5816 0.4 -0.5 0.3
C -1.9834 -2.4306 -4.0770 -0.2 -0.4 0.0
C -3.4651 -2.7114 -3.8696 1.8 1.2 -0.9
C -3.8115 -4.1143 -3.4710 -0.1 -0.5 -2.6
O -4.7687 -3.9273 -2.4238 -0.2 -3.0 -0.6
C -4.6356 -2.7428 -1.9724 -0.2 5.0 3.0
O -5.1109 -2.2386 -0.9322 0.9 -1.8 -2.1
O -3.8627 -1.9946 -2.7858 -1.4 1.5 3.4
H -1.6409 -3.1558 -4.8152 0.6 0.1 0.1
H -1.5037 -2.5353 -3.1039 0.2 -0.5 -0.1
H -1.7247 -1.4124 -4.3675 -0.5 0.0 -0.4
H -4.0782 -2.2799 -4.6608 0.1 -0.7 -0.7
H -3.0083 -4.8210 -3.2624 0.0 0.4 0.8
H -4.2057 -4.4424 -4.4328 -1.0 -1.0 0.6
C 1.7630 0.5987 -3.4657 -0.1 0.1 0.4
C 2.6404 -0.6277 -3.5053 1.2 -0.2 -0.5
C 2.0818 -2.0796 -3.3936 0.1 1.6 1.6
O 2.8288 -2.8443 -4.3052 -0.3 0.0 -0.1
C 3.5004 -2.0305 -5.1291 1.0 1.5 -0.7
O 4.1614 -2.4035 -6.0541 -0.6 0.4 0.7
O 3.3669 -0.6907 -4.7339 -0.1 -2.1 -2.1
H 1.3929 0.9518 -4.4282 0.1 -0.4 -0.1
H 2.4017 1.3703 -3.0358 -0.3 0.2 -0.1
H 0.9138 0.4704 -2.7946 0.0 -0.1 0.1
H 3.5024 -0.3984 -2.8788 -0.7 -0.7 1.2
H 1.0065 -2.1070 -3.5699 0.0 -0.2 -0.3
H 2.2878 -2.4044 -2.3737 -0.2 -0.4 -0.1
```
Forces are in eV/Å.

Results of the Mulliken charge analysis, in e, for atoms 1 through 5: atom 1 (Ca): 1.50, atom 2 (Ca): 1.08, atom 3 (As): 1.96, atom 4 (F): -0.48, atom 5 (F): -0.52